Entry from the Open Molecules 2025 dataset: a 8-piece molecular cluster, C31H65O18P overall (ωB97M-V/def2-TZVPD).

Atoms and positions in Å:
C 17.72213 10.62416 0.87953
O 17.22835 9.50415 1.61856
P 18.24329 8.82903 2.63492
O 18.85873 9.80771 3.53514
O 17.34183 7.74144 3.35372
C 16.23992 8.16190 4.14649
O 19.12373 7.89238 1.74343
C 19.99866 6.90630 2.31789
H 18.77214 10.51601 0.58324
H 17.74187 11.52795 1.49764
H 17.14609 10.75949 -0.02735
H 16.08761 9.23879 4.16897
H 16.36090 7.78625 5.16698
H 15.32880 7.65956 3.81229
H 19.88944 6.03938 1.67395
H 19.79051 6.71626 3.36743
H 21.01758 7.28362 2.19173
O 16.21770 6.25608 7.23447
C 15.89172 5.24956 7.80673
O 16.10920 5.05709 9.11347
C 16.69581 6.13944 9.83696
C 16.49760 5.88207 11.32128
C 15.07072 4.13477 7.19648
H 16.24213 7.07938 9.52589
H 17.76273 6.19829 9.60735
H 16.80588 6.79054 11.84228
H 17.05260 5.02798 11.69783
H 15.43492 5.72344 11.51032
H 14.11422 4.58877 6.93816
H 14.88107 3.38202 7.95654
H 15.57465 3.73372 6.32427
O 20.39211 10.37620 -1.54269
C 21.07324 10.78647 -0.63629
O 21.31455 12.09116 -0.43919
C 20.59392 13.00380 -1.27800
C 20.83487 14.40353 -0.75836
C 21.58494 9.95201 0.49249
H 19.53403 12.74074 -1.25248
H 20.91767 12.90483 -2.31601
H 20.38896 15.11281 -1.45546
H 21.90662 14.62041 -0.78862
H 20.48621 14.50387 0.26613
H 20.79858 9.35806 0.94875
H 22.01368 10.55305 1.28945
H 22.42012 9.30373 0.21795
O 24.32170 9.63255 3.14478
C 23.67568 9.10610 4.01570
O 22.60047 9.64111 4.59392
C 22.15713 10.90470 4.10933
C 22.59160 12.01284 5.05890
C 24.04132 7.78898 4.65343
H 21.07403 10.90417 3.99092
H 22.57206 11.11762 3.12957
H 23.54789 12.43682 4.74069
H 22.74817 11.64530 6.07464
H 21.88258 12.83614 5.12418
H 23.96859 7.85397 5.73816
H 25.06826 7.54408 4.39600
H 23.39444 6.97887 4.31431
O 22.75458 2.92817 1.40464
C 22.76220 3.98304 0.82570
O 23.75191 4.86726 0.86907
C 24.83695 4.61632 1.77864
C 25.74054 5.82652 1.77647
C 21.65757 4.39664 -0.09882
H 25.35558 3.69559 1.50704
H 24.39045 4.42232 2.75967
H 25.21618 6.77270 1.67190
H 26.43402 5.76872 0.93135
H 26.37696 5.79159 2.66074
H 21.96900 4.50926 -1.13678
H 21.27200 5.37607 0.18787
H 20.87482 3.64843 -0.02660
O 19.05874 3.51712 5.86092
C 19.97029 4.15472 5.40511
O 20.43151 5.29250 5.94584
C 19.88075 5.71545 7.20106
C 20.64041 5.14096 8.36889
C 20.68499 3.82982 4.12784
H 18.81465 5.49136 7.27474
H 19.88982 6.80656 7.15564
H 21.65867 5.52614 8.43656
H 20.63827 4.05109 8.34915
H 20.15966 5.41586 9.31222
H 21.26528 2.91865 4.24944
H 21.36304 4.65810 3.91773
H 19.97744 3.72965 3.31013
O 18.71618 13.71798 2.62366
C 19.02184 14.00101 3.75129
O 18.55380 13.37789 4.84878
C 17.45342 12.47058 4.70524
C 16.19638 13.02782 5.34809
C 19.95358 15.12771 4.13660
H 17.73566 11.47386 5.03582
H 17.24366 12.33554 3.64184
H 16.40937 13.55783 6.28097
H 15.50691 12.21625 5.56855
H 15.76295 13.79594 4.70562
H 19.36737 15.79763 4.76583
H 20.33918 15.59553 3.24205
H 20.71855 14.70895 4.78860
O 18.00480 6.58735 -0.78377
C 17.99412 7.10801 -1.86457
O 18.33268 6.44911 -2.98777
C 18.97693 5.18255 -2.82519
C 19.35827 4.69407 -4.19635
C 17.46007 8.48142 -2.18538
H 18.27802 4.47156 -2.38097
H 19.82981 5.33695 -2.16577
H 19.96230 5.42314 -4.73251
H 18.46712 4.45266 -4.77182
H 19.94071 3.77732 -4.07547
H 17.48837 9.05138 -1.26431
H 16.43593 8.40612 -2.53956
H 18.12292 8.92847 -2.92266

Summary:
Electronic energy ... -2916.0415 Ha
E_LUMO ... 0.65 eV
E_HOMO ... -0.36905 Eh
Max |F| ... 1.38 eV/Å
SMILES ... COP(=O)(OC)OC.CCOC(C)=O.CCOC(C)=O.CCOC(C)=O.CCOC(C)=O.CCOC(C)=O.CCOC(C)=O.CCOC(C)=O